Entry 1:
{"formula": "C4H11NO2", "method": "ωB97M-V with the def2-TZVPD basis set", "elements": ["O", "O", "N", "C", "C", "C", "C", "H", "H", "H", "H", "H", "H", "H", "H", "H", "H", "H"], "coordinates": [[0.0246, -2.2176, 2.1443], [0.9137, -0.7069, 0.7139], [-0.0785, -1.7912, 0.8378], [-1.5340, 0.3884, 0.3296], [0.5737, 0.1163, -0.2644], [1.2154, 1.4629, -0.1510], [0.3870, -0.4518, -1.6455], [-0.9948, -0.9095, 0.6352], [1.3686, 1.7309, 0.8926], [-1.6200, 1.0657, -0.5186], [0.5784, 2.2129, -0.6238], [-2.5034, -0.1237, 0.3446], [2.1802, 1.4741, -0.6678], [-1.4121, 0.9888, 1.2324], [-0.0915, 0.2788, -2.2961], [1.3761, -0.6787, -2.0605], [-0.1908, -1.3711, -1.6303], [-0.1926, -1.4683, 2.7277]], "forces_ev_per_a": [[-0.01, 0.28, -0.08], [-0.04, -0.27, 0.16], [-0.52, 1.16, -0.33], [0.53, 0.69, -0.42], [-0.98, -0.52, 0.36], [-0.17, 0.06, 0.03], [0.05, 0.03, 0.03], [1.15, -1.13, 0.20], [-0.01, -0.02, -0.02], [0.09, 0.09, -0.03], [0.03, -0.03, 0.01], [0.10, -0.17, 0.12], [-0.07, -0.07, 0.02], [-0.10, -0.04, 0.03], [-0.02, -0.02, 0.02], [-0.02, 0.02, 0.04], [-0.02, 0.03, 0.02], [0.01, -0.10, -0.14]], "lowdin_charge": [-0.056, -0.083, -0.087, -0.067, -0.467, -0.020, -0.034, 0.073, 0.091, 0.028, 0.089, 0.041, 0.095, 0.039, 0.086, 0.096, 0.082, 0.094], "multiplicity": 1, "relative_energy_kj_mol": 649.3}


Entry 2:
{"formula": "C21H13MgN6OS4", "method": "ωB97M-V with the def2-TZVPD basis set", "elements": ["S", "S", "S", "S", "Mg", "O", "N", "N", "N", "N", "N", "N", "C", "C", "C", "C", "C", "C", "C", "C", "C", "C", "C", "C", "C", "C", "C", "C", "C", "C", "C", "C", "C", "H", "H", "H", "H", "H", "H", "H", "H", "H", "H", "H", "H", "H"], "coordinates": [[-2.0227, 1.8136, -2.3321], [-1.8081, -2.0392, -2.5426], [-1.9106, 1.9061, 1.0680], [2.0632, 0.8524, 0.4235], [-0.9641, 0.1542, -0.6716], [0.4202, -0.2563, -2.0335], [1.3555, -0.9510, 2.7442], [-3.4297, 5.2159, 1.3097], [-3.4945, 5.1500, -2.6207], [0.6758, -0.0331, 0.6500], [0.1662, -0.4337, -3.3077], [-1.6502, -1.2947, 0.7025], [-1.0964, -1.3584, -5.0928], [-2.5218, 3.1607, 0.0441], [-0.2939, -0.7312, -6.0114], [4.5698, 0.1597, 4.1542], [0.4398, -0.7992, 1.6945], [5.0169, 1.0269, 3.1703], [-2.5594, 3.1267, -1.3273], [-2.8278, -1.8953, 0.7084], [-1.1664, -2.3787, 2.8109], [-0.7870, -1.5015, 1.7552], [-3.0239, 4.3062, 0.7249], [-2.3868, -2.9930, 2.7829], [-3.2640, -2.7517, 1.7060], [0.9538, 0.1854, -4.2056], [-3.0815, 4.2484, -2.0273], [3.0184, 0.5894, 1.8771], [2.5590, -0.2907, 2.8759], [4.2332, 1.2353, 2.0403], [3.3513, -0.4904, 4.0041], [-0.8766, -1.2460, -3.7012], [0.7683, 0.0561, -5.5573], [1.4328, 0.5702, -6.2369], [-0.5008, -2.5748, 3.6431], [-2.6790, -3.6612, 3.5852], [4.5606, 1.9169, 1.2626], [1.0425, -1.4604, 3.5469], [-1.9420, -1.9607, -5.3889], [-3.4664, -1.6825, -0.1433], [5.1649, -0.0167, 5.0420], [-0.4924, -0.8292, -7.0719], [5.9635, 1.5417, 3.2789], [3.0009, -1.1666, 4.7780], [1.7267, 0.7981, -3.7670], [-4.2374, -3.2179, 1.6556]], "forces_ev_per_a": [[0.02, -0.10, 0.11], [-0.13, -0.03, 0.10], [0.03, -0.04, -0.16], [0.52, 0.14, 0.04], [-0.60, 0.46, -0.20], [0.46, -0.15, -0.27], [-0.04, -0.13, -0.03], [0.03, -0.06, -0.04], [0.03, -0.08, 0.04], [0.00, -0.24, 0.33], [-0.20, -0.06, -0.28], [0.01, -0.18, 0.17], [0.20, 0.13, -0.13], [0.15, -0.34, -0.30], [-0.11, -0.04, 0.11], [0.02, -0.01, 0.00], [0.14, 0.12, -0.04], [0.04, 0.01, 0.01], [0.11, -0.26, 0.35], [-0.14, -0.13, 0.06], [0.01, -0.01, 0.04], [-0.04, -0.13, 0.19], [-0.22, 0.47, 0.17], [0.01, 0.04, -0.05], [0.03, -0.02, 0.03], [0.11, 0.16, -0.11], [-0.21, 0.47, -0.23], [-0.29, -0.13, -0.04], [0.19, 0.20, -0.05], [-0.04, -0.01, -0.01], [-0.02, 0.00, 0.02], [-0.07, -0.05, 0.08], [0.06, -0.02, 0.02], [-0.02, 0.04, 0.03], [-0.01, -0.02, -0.01], [0.03, 0.00, 0.02], [0.03, 0.00, 0.02], [-0.05, -0.01, 0.03], [0.01, -0.02, -0.03], [0.04, 0.02, -0.02], [-0.01, 0.00, 0.00], [0.00, -0.02, 0.00], [-0.01, 0.00, -0.01], [-0.01, -0.01, -0.01], [-0.04, -0.02, 0.09], [-0.01, 0.04, -0.05]], "lowdin_charge": [0.558, 0.603, 0.562, 0.986, 0.227, -0.288, 0.110, 0.105, 0.104, -0.374, -0.227, -0.006, -0.115, -0.807, -0.108, -0.135, -0.355, -0.136, -0.797, -0.183, -0.051, -0.223, -0.340, -0.122, -0.102, -0.039, -0.344, -0.451, -0.249, -0.132, -0.052, -0.737, -0.095, 0.088, 0.083, 0.086, 0.097, 0.106, 0.088, 0.094, 0.085, 0.091, 0.084, 0.101, 0.133, 0.077], "multiplicity": 2, "relative_energy_kj_mol": 10.8, "s2": 0.7682, "charge": -2}


Entry 3:
{"formula": "C21H31FeNOP2S", "method": "ωB97M-V with the def2-TZVPD basis set", "elements": ["Fe", "S", "P", "P", "O", "N", "C", "C", "C", "C", "C", "C", "C", "C", "C", "C", "C", "C", "C", "C", "C", "C", "C", "C", "C", "C", "C", "H", "H", "H", "H", "H", "H", "H", "H", "H", "H", "H", "H", "H", "H", "H", "H", "H", "H", "H", "H", "H", "H", "H", "H", "H", "H", "H", "H", "H", "H", "H"], "coordinates": [[0.3272, -1.3667, -0.0562], [-0.6886, -3.2890, 0.9050], [2.1044, -0.3122, -1.2396], [0.4714, -0.3323, 2.0733], [-2.0503, -2.5806, 0.8017], [-0.1887, 2.1154, -0.2198], [-0.1767, 2.6643, -4.3482], [-2.5977, 2.5438, -0.1182], [-1.3677, 2.8512, -3.6762], [1.0024, 2.2611, -3.6523], [2.2823, -0.9114, -2.9800], [0.0708, 1.4806, 2.4475], [-3.7637, 2.6000, 0.7087], [2.1170, -0.4160, 2.9453], [-2.4186, 1.9628, 2.6465], [-1.4287, 2.6601, -2.2598], [-1.2549, 1.9062, 1.8959], [0.0978, -4.3871, -0.3491], [-1.3263, 2.2025, 0.4873], [-2.6075, 2.7908, -1.5032], [1.0028, 2.0690, -2.2797], [2.1902, 1.5523, -1.5204], [-0.2197, 2.2925, -1.5499], [3.8261, -0.6012, -0.5954], [-0.6172, -1.1379, 3.3434], [-3.6690, 2.3162, 2.0563], [-1.4983, -4.7119, 1.7112], [-0.5495, -4.4786, -1.2447], [0.8781, 2.0654, 1.9774], [2.8445, 0.2126, 2.4046], [1.3415, -0.7068, -3.5155], [-4.5630, 2.3524, 2.6875], [1.9235, 2.0910, -4.2211], [3.9806, -1.6842, -0.4510], [-2.2788, 3.1341, -4.2148], [3.9410, -0.1019, 0.3804], [2.4298, -2.0031, -2.9566], [-2.0165, -4.3630, 2.6322], [-2.2166, -5.2240, 1.0414], [3.1275, -0.4262, -3.5011], [-0.4773, -0.7044, 4.3502], [-0.1305, 2.8089, -5.4327], [2.0486, -0.0677, 3.9915], [-1.6678, -1.0165, 3.0313], [4.5915, -0.2174, -1.2931], [1.0867, -3.9769, -0.6129], [0.1105, 1.6052, 3.5440], [2.2319, 2.0121, -0.5199], [0.3331, -5.3879, 0.0572], [3.1293, 1.7518, -2.0661], [-0.7247, -5.4064, 2.1070], [-2.3820, 1.7296, 3.7168], [-0.6455, -0.3010, -0.6362], [2.4832, -1.4569, 2.9346], [0.2186, -2.1706, -1.4908], [-4.7269, 2.8566, 0.2542], [-3.5444, 3.0689, -1.9999], [-0.3951, -2.2177, 3.3720]], "forces_ev_per_a": [[0.04, 0.67, -1.15], [-3.03, -2.58, 1.35], [1.93, 1.15, -1.30], [0.27, 1.17, 3.06], [2.07, 0.62, -1.66], [-0.40, -0.04, -0.19], [-0.64, 0.12, 0.20], [0.58, -0.07, -0.10], [0.55, -0.10, -0.37], [0.04, -0.14, 0.78], [-0.36, -0.23, 0.22], [0.23, -0.26, -0.34], [0.00, -0.15, 0.68], [0.02, -0.19, -0.33], [0.72, -0.06, -0.38], [0.25, -0.11, 0.52], [-0.96, 0.03, 0.10], [0.18, -0.55, -0.98], [-0.24, 0.19, -0.43], [0.25, -0.12, 0.15], [-0.36, 0.09, -0.79], [-0.02, -0.21, 0.28], [-0.49, 0.17, 0.02], [-0.25, -0.18, 0.19], [-0.16, -0.16, -0.31], [-0.20, 0.17, -0.66], [1.09, -1.11, 2.25], [0.49, 0.10, 0.48], [-0.28, -0.17, 0.25], [-0.26, -0.23, 0.25], [0.36, -0.08, 0.16], [0.38, -0.01, -0.28], [-0.34, 0.08, 0.21], [0.01, 0.42, -0.05], [0.39, -0.10, 0.21], [0.01, -0.19, -0.37], [-0.03, 0.40, -0.08], [0.19, 0.18, -0.92], [0.64, 0.62, 0.05], [-0.37, -0.15, 0.37], [0.09, -0.12, -0.54], [-0.03, -0.05, 0.47], [-0.10, -0.13, -0.51], [0.38, -0.06, 0.12], [-0.43, -0.14, 0.25], [-0.69, 0.15, -0.10], [0.03, -0.20, -0.44], [0.06, -0.09, -0.39], [-0.69, 0.41, 0.20], [-0.34, -0.17, 0.23], [-0.48, 0.09, -0.53], [-0.02, 0.10, -0.40], [-0.72, 0.59, -0.43], [-0.09, 0.40, 0.05], [0.04, 0.00, 0.39], [0.39, -0.09, 0.21], [0.35, -0.10, 0.19], [-0.09, 0.43, 0.14]], "lowdin_charge": [0.262, 0.685, 0.811, 0.837, -0.517, 0.123, -0.059, -0.126, -0.021, -0.031, -0.262, -0.267, -0.020, -0.253, -0.024, -0.127, -0.228, -0.301, -0.187, 0.070, -0.230, -0.270, -0.189, -0.249, -0.263, -0.058, -0.233, 0.077, 0.087, 0.030, 0.048, 0.112, 0.119, 0.047, 0.121, 0.028, 0.044, 0.069, 0.086, 0.060, 0.064, 0.112, 0.059, 0.049, 0.059, 0.015, 0.102, 0.084, 0.060, 0.101, 0.063, 0.119, -0.001, 0.049, -0.014, 0.121, 0.135, 0.023], "multiplicity": 6, "relative_energy_kj_mol": 197.7, "s2": 8.7739, "charge": 1}


Entry 4:
{"formula": "C23H24NPPtS3Sb", "method": "ωB97M-V with the def2-TZVPD basis set", "elements": ["Pt", "Sb", "S", "S", "S", "P", "N", "C", "C", "C", "C", "C", "C", "C", "C", "C", "C", "C", "C", "C", "C", "C", "C", "C", "C", "C", "C", "C", "C", "C", "H", "H", "H", "H", "H", "H", "H", "H", "H", "H", "H", "H", "H", "H", "H", "H", "H", "H", "H", "H", "H", "H", "H", "H"], "coordinates": [[0.8476, -1.8067, 1.3213], [1.9055, -4.7752, 1.2321], [2.2859, -3.0076, 2.8582], [-0.2388, -3.7236, 1.8758], [1.8061, -3.0149, -0.4103], [-0.8929, -0.9039, 0.0041], [2.0329, -0.1473, 1.0546], [-3.6841, -1.2777, 2.9579], [-4.8326, -0.8971, 0.8754], [5.0541, 1.3927, 0.5655], [3.6135, 1.9057, 0.7108], [-0.0302, -2.2535, -3.7150], [-3.6237, -0.8833, 0.2022], [-0.8805, 1.4924, -1.4754], [3.1429, 2.6243, -0.5642], [-0.8882, 2.8793, -1.5580], [-0.7608, 3.6484, -0.4125], [-4.8628, -1.0965, 2.2510], [-2.4347, -1.0888, 0.9084], [-2.4690, -1.2734, 2.2883], [-1.9124, -3.5246, -2.9106], [-0.9782, -3.2527, -3.9002], [3.4727, 2.8156, 1.9413], [-0.0228, -1.5177, -2.5427], [-0.9833, -1.7682, -1.5572], [-0.6134, 1.6559, 0.9191], [-1.9160, -2.7893, -1.7350], [-0.7245, 0.8755, -0.2360], [2.7326, 0.7465, 0.9058], [-0.6324, 3.0353, 0.8301], [3.2437, 1.9841, -1.4405], [-0.7857, 4.7278, -0.4810], [2.4500, 3.1728, 2.0538], [4.1237, 3.6775, 1.7986], [-0.5703, 3.6352, 1.7285], [-2.6468, -4.3050, -3.0564], [-0.9866, -3.8222, -4.8198], [0.7024, -2.0503, -4.4842], [2.1059, 2.9515, -0.4747], [-5.7528, -0.7478, 0.3274], [-1.0279, 0.9092, -2.3726], [5.1570, 0.7301, -0.2933], [-1.0162, 3.3554, -2.5207], [-0.5461, 1.1875, 1.8959], [5.3840, 0.8701, 1.4628], [5.7050, 2.2529, 0.4133], [-2.6514, -3.0027, -0.9696], [3.7706, 3.5029, -0.7097], [-1.5592, -1.4045, 2.8637], [-3.7071, -1.4215, 4.0294], [0.7349, -0.7576, -2.3946], [-5.8100, -1.1051, 2.7732], [3.7780, 2.3042, 2.8537], [-3.6074, -0.7138, -0.8678]], "forces_ev_per_a": [[0.14, -0.02, -0.01], [0.02, -0.05, -0.04], [-0.07, 0.07, 0.00], [-0.03, 0.00, 0.02], [0.03, -0.03, 0.04], [-0.08, 0.02, 0.00], [0.01, -0.01, 0.02], [0.02, 0.00, 0.01], [0.00, 0.00, 0.01], [0.00, -0.01, -0.01], [-0.01, 0.00, -0.02], [0.00, 0.02, 0.00], [-0.02, 0.03, 0.05], [0.03, -0.04, 0.01], [-0.01, 0.01, 0.00], [-0.01, -0.01, -0.01], [-0.02, 0.00, 0.00], [-0.01, 0.00, -0.01], [-0.03, -0.02, -0.07], [-0.01, 0.01, 0.02], [0.00, -0.01, -0.01], [0.00, 0.00, 0.00], [0.01, -0.02, 0.00], [-0.06, 0.02, -0.01], [0.03, 0.01, 0.00], [0.02, -0.01, -0.01], [-0.01, -0.02, 0.00], [0.00, 0.00, 0.01], [0.01, 0.02, 0.03], [0.02, 0.01, 0.03], [0.00, 0.00, 0.00], [0.00, 0.00, 0.00], [-0.03, 0.01, 0.01], [0.00, 0.00, 0.00], [0.01, 0.00, 0.00], [0.00, 0.00, 0.00], [0.00, 0.00, 0.00], [0.00, 0.00, 0.00], [0.01, -0.01, -0.01], [0.00, 0.00, 0.00], [0.03, -0.05, -0.03], [0.01, 0.00, 0.00], [0.00, 0.00, 0.00], [0.01, 0.00, 0.01], [0.00, 0.00, 0.00], [0.00, 0.00, 0.00], [0.04, -0.03, -0.03], [0.00, 0.00, 0.00], [-0.01, 0.01, 0.00], [0.00, 0.00, 0.00], [-0.01, 0.07, 0.00], [0.00, 0.00, 0.00], [0.00, 0.01, 0.00], [-0.01, 0.02, 0.02]], "lowdin_charge": [0.425, 0.654, 0.046, 0.093, 0.124, 0.924, 0.014, -0.046, -0.036, -0.016, -0.566, -0.053, -0.077, -0.062, -0.011, -0.047, -0.050, -0.033, -0.381, -0.140, -0.039, -0.035, -0.012, -0.167, -0.418, -0.113, -0.078, -0.352, -0.057, -0.062, 0.098, 0.122, 0.086, 0.107, 0.119, 0.121, 0.122, 0.121, 0.075, 0.122, 0.105, 0.097, 0.121, 0.105, 0.098, 0.106, 0.108, 0.107, 0.062, 0.121, 0.106, 0.123, 0.100, 0.120], "multiplicity": 2, "relative_energy_kj_mol": 11.4, "s2": 0.7655, "charge": 2}


- multiplicity of number 3 (C21H31FeNOP2S)?
  6


- The lowest multiplicity belongs to which entry?
  C4H11NO2


- Which of these has the lowest multiplicity?
  C4H11NO2


- Among the records above, which one has the highest multiplicity?
  C21H31FeNOP2S